# 1
{
  "formula": "C39H44AlF3N5O12",
  "method": "ωB97M-V/def2-TZVPD",
  "species": ["Al", "F", "F", "F", "O", "O", "O", "O", "O", "O", "O", "O", "O", "O", "O", "O", "N", "N", "N", "N", "N", "C", "C", "C", "C", "C", "C", "C", "C", "C", "C", "C", "C", "C", "C", "C", "C", "C", "C", "C", "C", "C", "C", "C", "C", "C", "C", "C", "C", "C", "C", "C", "C", "C", "C", "C", "C", "C", "C", "C", "H", "H", "H", "H", "H", "H", "H", "H", "H", "H", "H", "H", "H", "H", "H", "H", "H", "H", "H", "H", "H", "H", "H", "H", "H", "H", "H", "H", "H", "H", "H", "H", "H", "H", "H", "H", "H", "H", "H", "H", "H", "H", "H", "H"],
  "positions_angstrom": [[-2.14293, -2.55084, 4.91481], [-4.75901, -0.78055, 5.99591], [-4.86126, 0.07591, 4.01077], [-6.64107, -0.78063, 4.92043], [-4.55243, 3.35997, -3.71564], [-5.09153, -2.15440, 4.24465], [7.56746, -2.78170, -0.53676], [-6.23825, 3.49360, -5.04092], [-1.67873, -2.77609, -4.93580], [-1.02653, 9.36536, 0.71315], [5.95629, -4.07218, -1.14244], [-0.07679, -3.07588, -6.33053], [3.39539, -1.48445, 5.35918], [0.04171, 1.11501, -0.45218], [-0.76008, -0.38011, 0.86442], [-1.02859, 7.57088, 1.89222], [-5.26782, 2.91689, -4.58915], [-1.50134, 8.29735, 1.04104], [-0.52003, 0.76987, 0.57108], [-0.49894, -2.75906, -5.23718], [6.92748, -3.38508, -1.37196], [-4.94044, 1.59478, -5.14280], [-5.30986, -0.96356, 4.76987], [0.01863, -1.97894, -2.95797], [1.80606, -2.27555, -4.57024], [-3.56883, -0.35113, -5.14813], [2.37437, -1.60189, 3.07862], [-0.75080, -3.68189, 3.96743], [-1.50888, 1.34194, 2.73316], [-3.31409, 6.65854, 0.72801], [1.02414, -1.83370, 3.77406], [7.07114, -3.83334, -5.07058], [8.90379, -2.43005, -4.38467], [-4.46018, 6.24916, 0.06741], [-4.35266, -0.87977, -6.16487], [-1.86636, 2.28053, 3.68576], [-1.63897, 3.62980, 3.44979], [-4.40016, 8.23542, -1.29134], [6.64714, -3.93261, -3.75471], [-1.05968, 4.05297, 2.25809], [-0.92781, 1.78463, 1.55557], [-3.76175, -2.37807, 3.63959], [2.29389, -1.51909, -2.34168], [0.46810, -2.32441, -4.22147], [8.19869, -3.08615, -5.38503], [-5.73215, 1.08766, -6.15734], [8.48786, -2.52025, -3.06586], [2.72140, -1.86554, -3.61748], [3.53266, -2.87028, 5.61401], [-5.42949, -0.16238, -6.66986], [-2.72889, 7.85678, 0.36000], [7.36642, -3.27398, -2.77572], [-5.00109, 7.03345, -0.94222], [3.53766, -1.14847, 3.99208], [0.94657, -1.57383, -2.01046], [0.13420, -2.85061, 3.02248], [-3.86049, 0.90047, -4.62812], [4.96116, -3.26183, 5.96719], [-0.69829, 3.12386, 1.29406], [-3.25415, 8.65735, -0.63780], [2.23834, -0.80494, 2.33693], [-3.87551, -3.35197, 3.15272], [-4.11836, -1.85922, -6.56077], [0.49768, -0.87671, 3.80827], [-5.88750, 6.70197, -1.46466], [-1.91125, 4.35979, 4.20140], [-1.26893, -4.44940, 3.37398], [3.77234, -1.81934, -3.87146], [-1.67259, 0.28833, 2.91429], [4.94743, -4.25765, 6.42496], [3.17003, -3.46766, 4.76833], [2.12267, -2.55302, -5.56400], [-2.69058, -3.24910, 6.27892], [-3.63607, -1.65299, 2.82835], [0.61595, -1.30625, -1.01900], [1.14794, -2.16848, 4.80294], [-2.73706, -0.93442, -4.77432], [3.01395, -1.20169, -1.59903], [-1.57809, -1.05469, 5.24506], [-1.03160, -2.03073, -2.71136], [-2.31369, 1.94890, 4.61270], [3.63381, -0.06020, 3.96300], [5.77214, -4.51173, -3.49945], [0.80190, -3.50405, 2.44139], [-0.24304, 3.43263, 0.36447], [-0.88620, 5.10633, 2.08517], [6.52023, -4.34164, -5.84982], [-0.52734, -2.31659, 2.33487], [-4.82141, 8.84394, -2.07968], [5.38376, -2.56970, 6.69829], [4.47937, -1.56200, 3.60359], [-6.03688, -0.57744, -7.46257], [-0.13283, -4.21020, 4.70467], [-2.89133, 6.04805, 1.51092], [2.87428, -3.10578, 6.45683], [2.67772, -2.48730, 2.51248], [9.02375, -2.01523, -2.27659], [-6.56637, 1.65800, -6.53613], [-2.77480, 9.58817, -0.89966], [8.52891, -3.01497, -6.41291], [5.61458, -3.32635, 5.09316], [-3.26164, 1.32665, -3.83696], [-4.92602, 5.31169, 0.33713], [9.78052, -1.84689, -4.63037]],
  "mulliken_charge": [0.44, -0.26, -0.26, -0.30, -0.62, -0.40, -0.61, -0.63, -0.67, -0.62, -0.60, -0.63, -0.38, -0.66, -0.56, -0.62, 1.05, 1.02, 1.19, 1.12, 1.04, 0.13, 0.78, -0.38, -0.58, -0.05, -0.90, -1.25, -0.03, -0.11, 0.05, -0.47, -0.38, -0.61, -0.53, -0.71, -0.68, -0.41, -0.28, -0.43, -0.15, -0.59, -0.78, 0.06, -0.43, -0.48, -0.40, -0.30, -0.15, -0.37, 0.11, 0.06, -0.44, -0.62, -0.19, -0.11, -0.67, -1.32, -0.62, -0.36, 0.29, 0.28, 0.42, -0.04, 0.40, 0.44, 0.45, 0.44, 0.49, 0.41, 0.25, 0.46, -0.45, 0.37, 0.45, 0.37, 0.38, 0.44, -0.31, 0.53, 0.48, 0.35, 0.49, 0.43, 0.49, 0.66, 0.39, -0.01, 0.37, 0.30, 0.26, 0.37, 0.40, 0.41, 0.38, 0.40, 0.45, 0.44, 0.45, 0.37, 0.28, 0.57, 0.41, 0.37],
  "total_energy_ev": -87914.402,
  "charge": -1,
  "multiplicity": 1,
  "gap_ev": 5.70
}



# 2
{
  "formula": "C39H44CeIN2O5PS",
  "method": "ωB97M-V/def2-TZVPD",
  "species": ["Ce", "I", "S", "P", "O", "O", "O", "O", "O", "N", "N", "C", "C", "C", "C", "C", "C", "C", "C", "C", "C", "C", "C", "C", "C", "C", "C", "C", "C", "C", "C", "C", "C", "C", "C", "C", "C", "C", "C", "C", "C", "C", "C", "C", "C", "C", "C", "C", "C", "C", "H", "H", "H", "H", "H", "H", "H", "H", "H", "H", "H", "H", "H", "H", "H", "H", "H", "H", "H", "H", "H", "H", "H", "H", "H", "H", "H", "H", "H", "H", "H", "H", "H", "H", "H", "H", "H", "H", "H", "H", "H", "H", "H", "H"],
  "positions_angstrom": [[-0.64361, 0.76265, 0.89387], [-0.41857, -2.59682, 1.28561], [-3.58974, 1.79163, 2.46577], [-0.00528, -0.58738, -1.77130], [-1.42590, -0.17130, 4.51534], [0.02729, -0.05436, 2.83474], [-2.72218, -1.46090, -0.14206], [-0.10982, 4.63550, 3.46100], [-2.82374, 0.72780, 1.77858], [0.50149, 3.37091, 0.18199], [-0.52798, 2.57487, 2.52352], [-0.23599, 3.86169, 2.50487], [2.26827, 1.29287, -1.34732], [-0.91072, 1.41825, -5.26584], [-0.33889, -3.10076, -2.69942], [-0.07581, -4.35232, -3.21335], [1.42770, -3.76090, 3.39196], [2.89175, 0.72909, 1.73566], [-0.63559, 1.98818, 3.85002], [-4.10708, 1.07974, 4.07018], [-1.99399, 2.53787, -3.43877], [3.29393, -2.66604, 4.41908], [2.44025, -0.69667, 1.37577], [-0.70391, 0.45559, 3.73391], [3.52057, -0.76199, 0.29245], [1.92749, 2.18880, -2.50968], [-0.69854, 0.55674, -3.02317], [-5.26900, 1.66246, 1.68012], [-4.06643, -1.71584, -0.47340], [2.08196, -0.85487, -0.09419], [0.55733, -2.03597, -2.81533], [3.85474, 0.71646, 0.47593], [2.27678, -1.70146, 2.43565], [2.45214, -3.75755, 4.32231], [3.69963, 0.71781, 2.97344], [-2.04558, 1.53868, -1.14462], [-4.19677, -2.88412, -1.44143], [2.83622, -1.20836, -3.57002], [-0.43146, 0.46229, -4.37891], [3.19961, -1.62042, 3.50420], [3.42424, 1.54977, -0.66617], [2.05972, -3.54684, -3.92239], [-1.57772, 1.55679, -2.52589], [1.45005, 0.17652, -0.99577], [-0.04612, 4.40715, 1.06484], [-1.65535, 2.48087, -4.77508], [3.94091, -0.39216, 3.68553], [1.14441, -4.57997, -3.82769], [1.33658, -2.71766, 2.48099], [1.79442, -2.27401, -3.43129], [-1.02629, 4.70915, 0.67980], [4.18384, 1.64740, 3.24542], [-4.53102, -0.81467, -0.90415], [4.61356, -0.35597, 4.53276], [2.36402, 1.77596, -3.41975], [0.69686, -4.55571, 3.38077], [-2.62230, 3.34546, -3.07851], [2.45394, -0.36652, -4.14536], [-5.17175, 1.97414, 0.64587], [4.89074, 0.91594, 0.76296], [-4.56715, -1.94235, 0.47142], [-5.24398, -3.10483, -1.63232], [0.25267, 2.23600, 4.45628], [3.11689, -0.82919, -2.58905], [-5.96601, 2.30530, 2.20406], [0.85713, 2.26519, -2.65576], [-4.85733, 0.31098, 3.93074], [-3.20675, 0.63430, 4.50380], [-3.71136, -2.64193, -2.38643], [-1.51435, 2.37556, 4.39065], [3.72320, -1.60071, -4.06798], [2.55303, -4.58141, 5.01363], [-0.69506, 1.34175, -6.32366], [2.34571, 3.18438, -2.36488], [1.49838, 3.26301, 0.37006], [0.59048, 5.30583, 1.11554], [3.02167, -3.73888, -4.38204], [1.80807, -1.87609, -0.35919], [0.41556, 3.66129, -0.78802], [1.38854, -5.56202, -4.20940], [2.12479, 1.52409, 1.74247], [4.02342, 2.41774, -0.90212], [4.04398, -2.62353, 5.19842], [-5.58977, 0.62747, 1.71596], [-3.71252, -3.75854, -1.01164], [4.23672, -1.54949, 0.11689], [0.16757, -0.35919, -4.74900], [-2.00345, 3.25715, -5.44685], [-1.26709, -2.93337, -2.16563], [-0.80055, -5.14825, -3.10804], [-2.70664, 0.66908, -1.02889], [-2.17952, -1.45881, -0.95790], [-2.66792, 2.42925, -0.96036], [-4.48164, 1.88273, 4.69526]],
  "lowdin_spin": [1.01, 0.00, 0.00, 0.00, 0.00, 0.00, 0.00, 0.00, 0.00, 0.00, 0.00, 0.00, 0.00, 0.00, 0.00, 0.00, 0.00, 0.00, 0.00, 0.00, 0.00, 0.00, 0.00, 0.00, 0.00, 0.00, 0.00, 0.00, 0.00, 0.00, 0.00, 0.00, 0.00, 0.00, 0.00, 0.00, 0.00, 0.00, 0.00, 0.00, 0.00, 0.00, 0.00, 0.00, 0.00, 0.00, 0.00, 0.00, 0.00, 0.00, 0.00, 0.00, 0.00, 0.00, 0.00, 0.00, 0.00, 0.00, 0.00, 0.00, 0.00, 0.00, 0.00, 0.00, 0.00, 0.00, 0.00, 0.00, 0.00, 0.00, 0.00, 0.00, 0.00, 0.00, 0.00, 0.00, 0.00, 0.00, 0.00, 0.00, 0.00, 0.00, 0.00, 0.00, 0.00, 0.00, 0.00, 0.00, 0.00, 0.00, 0.00, 0.00, 0.00, 0.00],
  "total_energy_ev": -95529.593,
  "charge": -1,
  "multiplicity": 2,
  "gap_ev": [5.53, 5.53]
}